# C93H204N12O12

A 12-piece molecular cluster, C93H204N12O12 overall at a distorted geometry (ωB97M-V with the def2-TZVPD basis set, the Open Molecules 2025 dataset).

Its HOMO-LUMO gap is 8.3 eV. The energy above the lowest of the compared OMol25 structures with the same formula, charge and spin comes out at 250.2 kcal/mol. As for the net charge: 0.

Last column: Mulliken charge in e.
CARTESIAN COORDINATES (ANGSTROEM)
C 9.331 -3.135 -6.486  -1.591
C 8.632 -4.170 -5.434  1.189
C 9.740 -4.853 -4.604  -1.522
C 7.677 -3.314 -4.593  -1.646
C 6.791 -4.167 -3.614  -0.767
C 5.945 -5.128 -4.484  -1.442
C 6.771 -6.079 -5.451  1.904
C 7.451 -7.266 -4.734  -1.628
C 5.687 -6.634 -6.386  -2.068
N 7.712 -5.229 -6.115  0.206
O 8.374 -5.849 -7.161  -0.466
H 9.152 -3.435 -7.518  0.396
H 8.780 -2.201 -6.591  0.395
H 10.361 -2.831 -6.296  0.339
H 9.407 -5.561 -3.845  0.328
H 10.375 -5.310 -5.363  0.486
H 10.301 -3.987 -4.251  0.426
H 8.229 -2.547 -4.050  0.485
H 7.033 -2.636 -5.152  0.480
H 7.397 -4.772 -2.938  0.334
H 6.182 -3.528 -2.974  0.487
H 4.973 -4.793 -4.848  0.400
H 5.511 -5.865 -3.809  0.506
H 8.060 -6.830 -3.942  0.361
H 7.949 -7.952 -5.419  0.317
H 6.731 -7.875 -4.186  0.434
H 4.986 -7.269 -5.843  0.354
H 6.222 -7.126 -7.199  0.453
H 5.069 -5.885 -6.880  0.457
H 9.223 -6.043 -6.758  0.389
C -0.117 -5.434 -6.136  -1.621
C -0.164 -5.046 -4.615  2.223
C 1.277 -4.955 -3.974  -2.027
C -0.790 -3.635 -4.648  -0.926
C -2.287 -3.686 -4.953  -1.216
C -2.951 -4.621 -3.853  -1.723
C -2.445 -6.083 -3.804  2.291
C -3.013 -6.654 -2.511  -1.859
C -3.038 -6.767 -5.034  -1.931
N -0.973 -5.939 -3.725  0.150
O -0.463 -7.254 -3.665  -0.481
H -0.811 -4.909 -6.792  0.295
H 0.886 -5.273 -6.532  0.530
H -0.323 -6.504 -6.150  0.250
H 1.909 -4.204 -4.447  0.287
H 1.228 -4.914 -2.886  0.375
H 1.749 -5.928 -4.112  0.515
H -0.646 -3.215 -3.653  -0.185
H -0.250 -3.054 -5.396  0.488
H -2.725 -2.696 -5.082  0.296
H -2.520 -4.116 -5.927  0.518
H -4.039 -4.585 -3.796  0.588
H -2.480 -4.204 -2.963  0.282
H -2.364 -7.436 -2.117  0.405
H -4.062 -6.936 -2.604  0.350
H -3.019 -5.855 -1.769  0.305
H -4.093 -6.500 -5.095  0.410
H -2.898 -7.836 -4.868  0.547
H -2.689 -6.378 -5.990  0.372
H -0.708 -7.465 -4.569  0.442
C 2.946 0.052 3.280  -1.547
C 3.668 -1.029 4.187  1.491
C 4.882 -0.417 4.832  -1.329
C 2.689 -1.533 5.281  -1.271
C 3.028 -2.856 5.871  -0.722
C 3.243 -3.915 4.794  -1.059
C 4.336 -3.532 3.696  1.476
C 5.723 -3.501 4.284  -1.551
C 4.279 -4.707 2.641  -1.989
N 3.892 -2.171 3.221  0.905
O 4.635 -1.775 2.113  -0.057
H 2.802 1.057 3.676  0.711
H 3.335 0.307 2.294  0.011
H 1.944 -0.316 3.062  0.351
H 4.997 0.655 4.993  0.379
H 5.023 -0.922 5.788  0.346
H 5.677 -0.596 4.109  0.199
H 2.773 -0.788 6.072  0.360
H 1.660 -1.573 4.923  0.219
H 3.903 -2.686 6.499  0.366
H 2.158 -3.078 6.488  0.482
H 2.328 -4.029 4.213  0.110
H 3.493 -4.824 5.342  0.386
H 5.847 -2.972 5.229  0.241
H 6.307 -2.940 3.555  0.192
H 6.268 -4.434 4.430  0.459
H 4.985 -4.469 1.846  0.398
H 3.297 -4.885 2.203  0.264
H 4.693 -5.602 3.105  0.511
H 3.892 -1.624 1.525  0.059
C 4.047 0.411 -4.985  -1.943
C 2.601 0.145 -4.565  2.100
C 2.340 -1.414 -4.676  -2.009
C 2.353 0.655 -3.100  -0.889
C 0.847 0.929 -2.569  0.280
C 0.074 1.755 -3.662  -1.349
C 0.244 1.166 -5.136  1.970
C -0.663 -0.014 -5.206  -1.463
C -0.195 2.240 -6.215  -2.072
N 1.689 0.894 -5.479  0.553
O 1.836 0.553 -6.823  -0.485
H 4.366 0.170 -5.999  0.404
H 4.242 1.470 -4.816  0.572
H 4.702 -0.056 -4.248  0.107
H 2.823 -1.938 -3.851  0.502
H 1.319 -1.731 -4.464  0.130
H 2.538 -1.827 -5.665  0.599
H 2.733 -0.066 -2.377  0.160
H 2.920 1.572 -2.942  0.018
H 0.271 0.042 -2.301  -0.882
H 0.807 1.576 -1.692  0.718
H 0.586 2.717 -3.636  -0.020
H -0.951 1.744 -3.293  0.578
H -1.686 0.356 -5.277  0.498
H -0.594 -0.712 -4.372  -0.338
H -0.475 -0.695 -6.036  0.434
H -0.498 1.721 -7.124  0.432
H 0.436 3.127 -6.257  0.399
H -1.129 2.632 -5.814  0.485
H 2.168 1.422 -7.059  0.382
C -5.427 4.515 -3.517  -1.864
C -5.754 5.244 -2.158  1.864
C -7.045 4.690 -1.499  -1.505
C -4.516 5.022 -1.317  -1.371
C -4.263 5.753 0.008  -0.054
C -4.220 7.270 -0.399  -1.088
C -5.479 7.708 -1.278  1.698
C -6.701 8.030 -0.360  -1.790
C -5.080 9.044 -2.027  -2.070
N -5.844 6.715 -2.303  0.481
O -6.829 7.060 -3.384  -0.526
H -4.463 4.886 -3.868  0.504
H -5.304 3.447 -3.339  0.234
H -6.092 4.791 -4.336  0.406
H -7.836 5.047 -2.158  0.368
H -7.042 3.634 -1.233  0.375
H -7.095 5.129 -0.503  0.205
H -4.617 3.972 -1.042  0.442
H -3.587 5.128 -1.877  0.142
H -5.022 5.498 0.748  0.096
H -3.321 5.404 0.432  0.164
H -3.251 7.575 -0.793  0.104
H -4.313 7.675 0.609  0.431
H -6.835 7.139 0.253  0.315
H -7.517 8.024 -1.082  0.348
H -6.636 9.070 -0.040  0.483
H -4.681 9.816 -1.369  0.414
H -5.914 9.370 -2.649  0.474
H -4.298 8.956 -2.781  0.422
H -6.322 7.465 -4.092  0.314
C 6.109 3.268 -0.406  -1.378
C 5.565 1.793 -0.418  2.264
C 4.067 1.668 -0.018  -0.764
C 5.614 1.341 -1.869  -0.978
C 7.034 1.008 -2.412  -1.214
C 7.875 0.119 -1.387  -1.218
C 7.793 0.620 0.067  1.929
C 8.181 -0.654 0.888  -2.127
C 8.811 1.694 0.337  -1.832
N 6.363 0.874 0.375  1.147
O 6.183 1.162 1.757  -0.622
H 6.458 3.640 0.557  0.393
H 6.832 3.629 -1.138  0.308
H 5.269 3.877 -0.741  0.032
H 4.060 2.139 0.965  0.622
H 3.547 2.486 -0.516  -0.519
H 3.534 0.717 -0.028  -0.334
H 4.875 0.560 -2.050  0.015
H 5.290 2.117 -2.562  0.392
H 6.812 0.485 -3.342  0.493
H 7.616 1.894 -2.665  0.353
H 8.905 0.183 -1.738  0.259
H 7.634 -0.942 -1.453  0.277
H 7.503 -1.427 0.525  0.353
H 8.210 -0.597 1.976  0.388
H 9.195 -0.950 0.618  0.495
H 8.707 2.579 -0.292  0.326
H 9.843 1.410 0.545  0.401
H 8.632 2.158 1.308  0.386
H 5.975 0.308 2.144  0.178
C -8.137 1.368 6.063  -2.008
C -8.165 2.752 5.463  1.661
C -9.602 3.316 5.700  -1.897
C -7.195 3.719 6.268  -1.756
C -5.724 3.411 5.908  -0.222
C -5.513 3.419 4.377  -1.114
C -6.455 2.486 3.552  2.317
C -6.277 3.039 2.102  -2.309
C -5.998 0.970 3.759  -1.661
N -7.928 2.670 3.999  0.237
O -8.893 1.973 3.296  -0.413
H -8.774 1.249 6.939  0.499
H -8.598 0.617 5.422  0.453
H -7.246 0.916 6.499  0.298
H -9.855 4.003 4.892  0.395
H -10.287 2.473 5.616  0.414
H -9.819 3.778 6.663  0.388
H -7.384 4.776 6.081  0.448
H -7.274 3.598 7.348  0.568
H -5.268 4.313 6.314  0.042
H -5.502 2.480 6.429  0.206
H -4.514 3.064 4.125  0.355
H -5.594 4.407 3.923  0.526
H -7.086 3.766 2.030  0.498
H -6.441 2.239 1.380  0.457
H -5.290 3.406 1.819  0.324
H -5.650 0.526 2.827  0.361
H -6.895 0.397 3.996  0.360
H -5.367 0.830 4.636  0.237
H -9.341 2.696 2.850  0.368
C -0.645 4.944 -0.705  -0.532
C 0.160 6.221 -0.242  2.258
C -0.467 6.941 0.947  -2.065
C 1.502 5.758 0.241  -2.132
C 2.577 5.133 -0.752  1.251
C 2.776 6.205 -1.917  -1.556
C 1.420 6.880 -2.424  1.746
C 1.861 8.251 -3.016  -2.131
C 0.697 6.051 -3.480  -1.776
N 0.496 7.213 -1.311  0.243
O -0.637 7.902 -1.596  -0.433
H -1.283 4.629 0.121  0.396
H -1.224 5.223 -1.586  -0.006
H -0.128 4.003 -0.893  -0.670
H -1.534 7.157 0.906  0.254
H -0.455 6.233 1.775  0.488
H 0.026 7.876 1.213  0.465
H 2.012 6.616 0.679  0.529
H 1.411 4.982 1.002  0.567
H 3.626 5.036 -0.472  0.343
H 2.271 4.153 -1.118  -1.126
H 3.446 5.847 -2.699  0.505
H 3.327 6.955 -1.349  0.481
H 2.170 8.863 -2.169  0.485
H 1.010 8.814 -3.398  0.407
H 2.561 8.207 -3.851  0.374
H 1.361 5.720 -4.277  0.504
H 0.133 6.757 -4.090  0.442
H 0.028 5.222 -3.249  0.211
H -0.584 8.749 -1.146  0.350
C -2.689 -2.638 4.197  -2.243
C -2.715 -4.146 4.067  2.363
C -3.229 -4.607 2.713  -1.904
C -1.158 -4.527 4.243  -0.974
C -1.083 -6.043 4.457  -0.726
C -1.990 -6.385 5.730  -1.450
C -3.570 -6.086 5.619  1.639
C -4.197 -7.040 4.623  -1.734
C -4.340 -6.198 7.039  -1.854
N -3.654 -4.667 5.132  0.264
O -5.016 -4.223 4.891  -0.511
H -2.407 -2.439 5.231  0.495
H -2.024 -2.194 3.456  0.084
H -3.701 -2.258 4.063  0.653
H -4.272 -4.352 2.522  0.596
H -2.626 -4.181 1.911  0.324
H -3.229 -5.675 2.494  0.180
H -0.651 -4.256 3.317  -0.021
H -0.782 -4.010 5.126  0.428
H -1.519 -6.455 3.547  0.319
H -0.086 -6.479 4.512  0.416
H -1.582 -6.177 6.719  0.342
H -2.025 -7.472 5.810  0.567
H -5.220 -6.736 4.404  0.330
H -4.244 -8.003 5.131  0.489
H -3.707 -7.207 3.663  0.325
H -5.404 -6.081 6.836  0.455
H -3.953 -5.425 7.703  0.398
H -4.278 -7.213 7.431  0.411
H -5.336 -3.973 5.761  0.346
C 1.036 5.534 9.749  -0.699
O -0.136 5.597 8.999  -0.328
C -0.326 4.363 8.245  -0.974
C -1.669 4.219 7.673  0.786
C -2.113 2.859 7.123  -0.792
N -1.968 5.167 6.660  -0.681
H 0.851 4.718 10.447  0.303
H 1.228 6.404 10.377  0.264
H 1.903 5.322 9.123  0.275
H 0.424 4.340 7.454  0.407
H -0.245 3.445 8.827  0.371
H -2.300 4.364 8.550  0.131
H -1.257 2.366 6.663  0.338
H -2.912 3.026 6.401  -0.132
H -2.446 2.166 7.895  0.350
H -2.964 5.075 6.521  0.091
H -1.769 6.147 6.803  0.253
C -3.403 -0.160 -2.390  0.073
O -4.461 -0.993 -2.598  -0.522
C -4.849 -1.810 -1.480  -0.674
C -6.073 -2.717 -1.795  1.495
C -7.249 -1.936 -2.303  -1.535
N -6.409 -3.485 -0.597  -0.661
H -3.228 0.628 -3.122  0.275
H -2.437 -0.659 -2.456  -0.198
H -3.373 0.159 -1.348  0.157
H -4.044 -2.428 -1.081  0.172
H -5.149 -1.201 -0.628  0.421
H -5.642 -3.353 -2.568  -0.409
H -7.148 -1.256 -3.149  0.307
H -7.641 -1.198 -1.604  0.333
H -7.890 -2.746 -2.651  0.369
H -5.506 -3.767 -0.244  0.196
H -6.888 -4.343 -0.832  0.304
C -2.172 0.184 1.594  -0.388
O -0.816 -0.177 1.418  -0.347
C -0.495 -1.275 0.512  0.841
C 1.043 -1.622 0.564  1.989
C 1.664 -2.522 -0.538  -1.298
N 1.294 -2.327 1.785  0.079
H -2.253 0.842 2.459  0.126
H -2.755 -0.731 1.696  0.280
H -2.553 0.722 0.726  0.055
H -1.104 -2.063 0.956  -0.249
H -0.795 -1.080 -0.518  -0.423
H 1.552 -0.658 0.569  -0.962
H 2.733 -2.327 -0.627  0.424
H 1.400 -2.226 -1.553  0.099
H 1.574 -3.605 -0.623  0.537
H 1.577 -1.803 2.601  -0.651
H 2.123 -2.851 1.544  -0.338